Record 1
60
Properties=species:S:1:pos:R:3 method="wB97M-V/def2-TZVPD" homo_ha=-0.432 total_charge=+1 gap_ev=9.33
C 3.7845 -0.0480 1.4121
C 2.5912 -0.8131 0.8348
Br 1.0479 -0.6942 2.0296
C 2.1885 -0.4642 -0.6090
C 1.4830 0.8655 -0.9563
Cl 1.7986 1.1242 -2.7126
N -0.0361 0.7472 -0.8044
C -0.8233 1.8601 -1.4867
C -2.3318 1.8300 -1.1243
C -2.8262 0.6420 -0.2979
C -2.8420 0.8555 1.2121
F -1.6391 0.3803 1.7486
C -0.0868 3.1960 -1.2039
N 0.8153 3.0971 -0.0736
B 0.5317 3.7506 1.1940
O -0.3631 4.7987 1.1602
O 1.1037 3.2185 2.3387
C 1.8568 2.0665 -0.0968
P 3.4690 2.9034 -0.4916
S 4.2381 3.8636 0.9953
H 4.4961 0.2127 0.6158
H 4.3199 -0.6753 2.1337
H 3.5128 0.8754 1.9386
H 2.8069 -1.8873 0.8195
H 3.1093 -0.4960 -1.2096
H 1.5526 -1.2768 -0.9983
H -0.2276 0.7113 0.2103
H -0.3351 -0.1567 -1.1758
H -0.7290 1.6320 -2.5521
H -2.8755 1.8587 -2.0763
H -2.5830 2.7637 -0.5987
H -2.2123 -0.2538 -0.4904
H -3.8345 0.3540 -0.6205
H -3.6586 0.3096 1.6894
H -2.8893 1.9100 1.5084
H -0.8236 3.9616 -0.9393
H 0.4246 3.5449 -2.1121
H -0.6011 5.1217 2.0250
H 1.8099 3.7309 2.7287
H 1.9714 1.7105 0.9359
H 4.2614 1.9041 -1.0893
H 3.0715 3.6635 -1.6047
C -1.1980 -2.5048 0.8657
C -2.6699 -2.9255 0.7691
C -3.0371 -4.3792 1.0854
F -2.4451 -5.1918 0.1889
F -4.3714 -4.5176 0.9804
F -3.1731 -2.5730 -0.4330
F -3.3095 -2.1566 1.7145
O -0.5336 -2.3931 -0.3815
C 0.2624 -3.3852 -0.8682
C -0.2283 -3.8774 -2.2410
F -1.4693 -4.3772 -2.1175
F 0.5948 -4.8486 -2.6697
F 0.3862 -4.3960 -0.0113
F 1.5053 -2.8537 -1.0592
H -1.2324 -1.4912 1.2539
H -0.6546 -3.1235 1.5793
H -2.7215 -4.6502 2.0956
H -0.2316 -3.0537 -2.9581



Record 2
59
Properties=species:S:1:pos:R:3 method="wB97M-V/def2-TZVPD" homo_ha=-0.435 total_charge=+1 gap_ev=4.13
Be 1.4142 0.1456 -2.2288
C -1.5175 0.2037 1.1932
C -0.5527 0.0122 0.0471
O -0.8691 -0.4462 -1.0711
O 0.6386 0.4028 0.1986
H -1.8579 1.2309 1.2882
H -1.1113 -0.2235 2.1062
H -2.3721 -0.4184 0.9256
O 3.2363 1.1186 -0.6814
C 4.3618 1.5900 -0.8586
N 5.0675 1.4042 -1.9892
C 5.2626 2.0611 0.2883
H 4.6249 1.0242 -2.8087
H 6.0586 1.5736 -1.9941
H 4.7338 2.1553 1.2333
H 5.6890 3.0486 0.1075
H 6.0832 1.3459 0.3197
O 1.8382 -1.9484 -1.0606
C 2.4833 -2.4385 -0.1197
N 3.2248 -1.6192 0.6338
C 2.4986 -3.9291 0.1294
H 3.0172 -0.6296 0.6336
H 3.7835 -1.9798 1.3904
H 3.5048 -4.2724 0.3707
H 2.0533 -4.5512 -0.6394
H 1.9310 -4.0778 1.0526
N -0.1166 5.4363 1.7958
C 0.8334 6.3462 1.6591
C 2.0491 6.1217 0.9730
C 2.3561 4.8339 0.6039
C 1.3489 3.8540 0.7124
C 0.2034 4.1870 1.4003
H 0.6742 7.3190 2.1072
H 2.8278 6.8722 0.9546
H 3.2377 4.4859 0.0798
H 1.6282 2.8294 0.5036
H -0.6419 3.5164 1.5023
C -1.2401 -3.5392 1.5234
C -1.4912 -5.0166 1.8297
O -2.9245 -5.1216 1.4894
S -3.7428 -3.6937 1.5063
O -4.7503 -3.7176 2.5239
O -4.1152 -3.2756 0.1846
O -2.4363 -2.8796 1.8857
H -1.0939 -3.3052 0.4625
H -0.3813 -3.0100 1.9372
H -1.4003 -5.2953 2.8792
H -1.0480 -5.8159 1.2418
C -4.9476 0.8448 -2.0066
C -3.9565 -0.3349 -1.8900
O -4.6091 -1.4703 -2.4605
S -5.5589 -0.9880 -3.6529
O -6.7684 -1.7777 -3.6949
O -4.7451 -0.7432 -4.8376
O -5.8592 0.4426 -3.0024
H -4.2965 1.6913 -2.2215
H -5.4909 0.9809 -1.0731
H -3.6595 -0.4794 -0.8577
H -3.1093 -0.0802 -2.5250



Record 3
58
Properties=species:S:1:pos:R:3 method="wB97M-V/def2-TZVPD" relative_energy_kcal_mol=31.0 homo_ha="-0.344 / -0.344" total_charge=0 multiplicity=9 gap_ev="8.25 / 7.84"
Fe -2.4963 -0.0330 3.3592
Fe -2.5523 -0.2799 0.1685
C -4.4495 -0.8602 1.8071
O -4.1440 -1.3511 2.9620
O -4.2646 -1.4730 0.6670
O -3.8267 0.2563 1.6973
C -0.5412 0.4101 1.7527
O -0.8012 1.0802 2.8286
O -0.7960 0.8243 0.5518
O -1.2213 -0.7016 1.8334
C -1.1702 -2.6783 -3.2761
C -0.9954 -1.8436 -2.0522
O -1.9251 -1.2819 -1.4959
C 0.3959 -1.6185 -1.5661
H -0.9444 -3.6916 -2.9221
H -0.5207 -2.3692 -4.0893
H -2.2056 -2.7290 -3.6078
H 1.0967 -1.4746 -2.3888
H 0.6555 -2.5640 -1.0835
H 0.5270 -0.8492 -0.8149
O -0.5895 1.6107 -3.0635
C 0.5354 2.0309 -2.9617
O 1.1247 2.8799 -3.8028
C 0.4033 3.3575 -4.9194
C 1.3090 3.3397 -6.1577
C 1.4559 1.6227 -1.8411
H 0.1326 4.3959 -4.7136
H -0.5107 2.7949 -5.1088
H 2.1572 3.9734 -5.8948
H 0.8211 3.8193 -7.0067
H 1.5978 2.3370 -6.4644
H 0.9371 1.4055 -0.9133
H 2.1366 2.4563 -1.6527
H 2.0882 0.8263 -2.2364
Br 2.8236 -2.4662 5.1579
C 2.6369 -2.1443 3.2439
C 2.5902 -0.6691 2.9812
Br 2.6986 -0.3187 1.0463
H 1.7296 -2.6521 2.9242
H 3.4620 -2.6284 2.7249
H 3.3271 -0.0639 3.5018
H 1.6261 -0.3281 3.3661
Br -1.2717 -4.6301 3.8450
C -2.0383 -3.4236 2.4913
C -1.9784 -4.0834 1.1318
Br -0.1751 -4.4445 0.4693
H -1.4769 -2.4934 2.4064
H -3.0606 -3.2645 2.8177
H -2.4437 -3.4379 0.3880
H -2.5342 -5.0181 1.1750
Br 0.3740 5.4537 3.6580
C 1.1609 3.6234 3.5877
C 1.4141 3.1215 2.1868
Br 2.6558 4.3305 1.2218
H 0.4725 3.0228 4.1708
H 2.1398 3.6876 4.0589
H 0.5171 3.0370 1.5820
H 1.9313 2.1680 2.2688



Record 4
64
Properties=species:S:1:pos:R:3 method="wB97M-V/def2-TZVPD" homo_ha=-0.220 total_charge=0 gap_ev=1.31
C 7.4919 0.0898 2.2883
C 6.7390 -0.8406 1.1627
C 6.2352 0.1105 -0.1176
C 4.6182 0.2977 0.0774
C 3.6293 -0.9938 -0.1577
C 2.0196 -0.7616 0.1004
N 1.4088 0.5842 0.5453
C -0.1008 0.5619 0.7680
C -0.7615 -0.5683 1.7351
C -2.3738 -0.3650 1.8108
C -3.0683 0.8222 0.9870
N -2.5158 1.8458 0.0568
C -1.0441 1.6228 0.0244
C 2.2967 1.8087 0.7321
C 3.9350 1.7240 0.5103
C 4.7818 3.1223 0.7905
N 5.0245 3.1439 2.3141
H 8.3745 0.6409 1.7388
H 6.7199 0.9194 2.6394
H 7.8859 -0.5057 3.2203
H 5.8006 -1.3794 1.6659
H 7.4502 -1.7083 0.8157
H 6.7364 1.1681 -0.1255
H 6.4048 -0.5216 -1.0893
H 3.9665 -2.0742 -0.4745
H 1.2909 -1.6904 -0.0537
H -0.1121 -1.3747 2.2800
H -3.0262 -1.0910 2.4728
H -4.2515 0.9152 1.1368
H -0.4683 2.3867 -0.6937
H 1.8150 2.8193 1.0743
H 5.7703 3.2113 0.1706
H 4.1095 4.0697 0.5350
H 4.4728 2.3253 2.7107
H 4.4702 3.9861 2.6453
F -5.2262 -2.8728 0.1131
P -5.6517 -1.6780 -0.7922
F -5.5592 -0.1241 -0.8690
F -6.8960 -2.5153 -1.2146
F -4.0943 -1.7151 -0.8399
F -6.4905 -1.1421 0.4068
F -5.6428 -1.6979 -2.3504
O -8.9534 -1.5746 -3.5713
H -8.7853 -1.4459 -2.6032
H -9.7096 -2.1955 -3.7281
H -8.1355 -1.8734 -4.0444
O 7.8163 3.1263 4.7715
Cl 6.5905 3.6444 5.3474
O 6.3586 4.9903 4.8603
O 6.7070 3.6669 6.7925
O 5.4797 2.7942 4.9653
C -6.0006 -4.3592 -3.7210
O -5.6919 -3.2667 -3.0387
H -5.8795 -4.3218 -4.8170
H -5.4384 -5.2785 -3.4847
H -7.0375 -4.7281 -3.6426
Mg -9.3096 -3.2766 -4.6997
Br -1.5096 3.7392 -0.7155
F -3.6096 -3.6625 0.2000
O -11.9327 -0.5942 -6.4909
H -12.7636 -0.9252 -6.8637
H -11.3324 -1.3528 -6.5471
Ca 8.0364 -0.7598 -2.2266
Cl 8.9364 5.0973 4.5067



| no. | energy (eV) |
| --- | --- |
| 1 | -152919.6792 |
| 2 | -67076.9744 |
| 3 | -523432.9519 |
| 4 | -182010.4594 |